No. 1
{"formula": "C6H6O3", "method": "ωB97M-V/def2-TZVPD", "symbols": ["O", "O", "O", "C", "C", "C", "C", "C", "C", "H", "H", "H", "H", "H", "H"], "positions_angstrom": [[0.320, -1.725, -2.253], [-0.603, -1.443, 1.412], [0.277, 1.567, -2.083], [0.628, 0.716, -1.171], [-0.658, -0.351, 2.132], [0.291, -1.052, 0.233], [0.428, -0.931, -1.333], [-0.184, 0.367, -0.014], [-0.421, 0.773, 1.368], [1.745, 0.975, -0.819], [-1.214, -0.328, -0.548], [-0.567, 1.756, 1.831], [-0.644, -0.379, 3.175], [1.244, -1.078, 0.631], [-0.643, 1.133, -2.560]], "forces_ev_per_angstrom": [[0.047, 2.278, 1.834], [1.016, -3.236, -2.402], [-5.065, 0.000, -4.760], [3.810, -3.298, 2.909], [1.324, 3.750, -2.861], [-1.272, 1.724, -0.475], [0.907, -3.369, -2.726], [-3.836, -1.948, 1.912], [-1.183, 0.767, 2.488], [-2.229, -0.777, -0.788], [0.962, 2.972, 1.063], [0.305, -0.282, -0.584], [-0.737, -0.421, 1.480], [2.252, -0.254, 1.097], [3.699, 2.094, 1.813]], "total_charge": 0, "multiplicity": 1}

---

No. 2
{"formula": "C4H5FN2", "method": "ωB97M-V/def2-TZVPD", "symbols": ["F", "N", "N", "C", "C", "C", "C", "H", "H", "H", "H", "H"], "positions_angstrom": [[0.793, -0.507, -2.295], [-1.085, 1.732, 0.305], [0.069, -0.158, 0.229], [0.129, 0.478, -0.924], [0.662, -1.502, 0.563], [-0.631, 1.562, -0.982], [-0.641, 0.746, 1.038], [-0.794, 0.656, 2.066], [-0.726, 2.335, -1.691], [0.953, -1.885, -0.442], [1.447, -1.260, 1.281], [-0.177, -2.196, 0.852]], "forces_ev_per_angstrom": [[-1.811, 2.888, 4.071], [0.151, 0.501, 0.380], [0.074, -0.766, 2.412], [1.715, -3.730, -5.029], [-1.572, 0.758, -1.540], [-0.105, 1.115, 0.612], [0.366, -0.767, -2.755], [-0.149, -0.477, 1.327], [-0.264, 0.277, -0.814], [0.573, 0.277, 1.017], [-0.021, -0.958, -0.102], [1.043, 0.883, 0.421]], "total_charge": 0, "multiplicity": 1}

---

No. 3
{"formula": "C47H52AsHfN2OP2SSi2", "method": "ωB97M-V/def2-TZVPD", "symbols": ["Hf", "As", "S", "P", "P", "Si", "Si", "O", "N", "N", "C", "C", "C", "C", "C", "C", "C", "C", "C", "C", "C", "C", "C", "C", "C", "C", "C", "C", "C", "C", "C", "C", "C", "C", "C", "C", "C", "C", "C", "C", "C", "C", "C", "C", "C", "C", "C", "C", "C", "C", "C", "C", "C", "C", "C", "C", "C", "H", "H", "H", "H", "H", "H", "H", "H", "H", "H", "H", "H", "H", "H", "H", "H", "H", "H", "H", "H", "H", "H", "H", "H", "H", "H", "H", "H", "H", "H", "H", "H", "H", "H", "H", "H", "H", "H", "H", "H", "H", "H", "H", "H", "H", "H", "H", "H", "H", "H", "H", "H"], "positions_angstrom": [[-0.701, 0.090, -0.709], [-0.443, 0.837, -3.007], [1.783, 1.413, -0.380], [-0.912, 2.530, 0.402], [1.377, -1.656, -0.659], [-2.482, -0.286, -3.404], [-0.230, 2.367, -5.352], [2.687, 1.452, 0.776], [-1.893, -0.828, 5.529], [-1.186, -0.493, 1.445], [4.404, 0.487, -3.411], [-0.174, -0.475, 2.354], [-2.409, -1.865, -4.406], [3.788, -3.788, 2.602], [0.956, -4.396, -1.159], [0.640, -5.487, -1.959], [-4.460, 3.202, -1.576], [3.752, -2.481, 0.580], [-2.722, -0.730, 3.280], [-2.441, -0.621, 1.952], [-0.673, 3.512, 1.906], [1.973, 5.214, -1.904], [-0.299, 4.753, -1.263], [-1.115, 5.488, 3.193], [0.597, -2.926, -3.036], [-3.107, 3.012, -1.327], [-2.666, 2.800, -0.020], [1.415, 3.089, -0.949], [2.709, 0.605, -1.713], [-5.383, 3.113, -0.542], [4.455, -3.195, 1.540], [1.577, 2.723, -5.153], [-3.100, -0.825, -1.661], [0.322, 3.770, 4.081], [4.277, -0.891, -3.453], [0.083, 3.507, -0.783], [-0.323, 4.988, 4.223], [-3.601, 2.702, 1.017], [0.324, -5.304, -3.295], [3.628, 1.235, -2.538], [2.574, -0.791, -1.747], [0.634, 5.584, -1.869], [0.152, 3.028, 2.920], [-0.682, 0.939, -6.447], [2.366, -2.385, 0.674], [-1.364, 3.792, -5.054], [-1.299, 4.750, 2.037], [3.374, -1.527, -2.614], [-1.665, -0.720, 4.222], [0.316, -4.023, -3.834], [0.941, -3.109, -1.694], [-3.809, 0.812, -4.143], [-0.357, -0.589, 3.699], [-4.953, 2.848, 0.753], [1.696, -2.968, 1.752], [2.371, 3.974, -1.430], [2.410, -3.656, 2.720], [-1.320, 5.094, -1.144], [5.121, 0.989, -4.048], [-2.392, -1.497, -1.144], [-3.599, 1.874, -4.023], [-2.405, 3.547, -5.268], [-2.829, -0.936, 5.884], [1.893, -4.108, 3.556], [-3.374, 0.044, -1.036], [-4.781, 0.603, -3.690], [-1.583, 6.458, 3.290], [-1.142, -0.819, 6.198], [1.243, -4.565, -0.131], [0.091, -3.878, -4.883], [0.968, 3.403, 4.867], [-1.592, -1.859, -5.130], [-3.898, 0.607, -5.212], [-2.393, 3.065, -2.140], [4.339, -4.361, 3.335], [-3.339, -1.973, -4.968], [3.762, 2.301, -2.512], [4.889, -1.478, -4.125], [0.616, -2.910, 1.831], [0.095, -6.156, -3.922], [-6.435, 3.261, -0.744], [3.302, -2.606, -2.629], [0.674, 2.086, 2.802], [4.284, -2.006, -0.232], [5.528, -3.290, 1.446], [0.607, -1.936, -3.475], [-2.292, -2.752, -3.783], [-1.931, 5.140, 1.249], [0.500, -0.584, 4.360], [3.423, 3.738, -1.382], [-0.063, 0.925, -7.347], [-5.672, 2.775, 1.558], [-1.081, 4.623, -5.708], [-3.264, 2.538, 2.034], [0.834, -0.371, 1.964], [0.652, -6.479, -1.529], [1.743, 3.721, -4.745], [-4.010, -1.418, -1.768], [-1.281, 4.140, -4.023], [2.715, 5.903, -2.286], [2.017, 1.985, -4.484], [-0.210, 5.556, 5.137], [-0.508, 0.015, -5.901], [0.326, 6.551, -2.243], [-3.250, -0.648, 1.231], [-4.796, 3.436, -2.578], [2.090, 2.662, -6.116], [-3.748, -0.829, 3.607], [-1.727, 0.972, -6.762]], "forces_ev_per_angstrom": [[0.065, -0.182, 1.717], [-0.054, 1.080, -1.718], [0.692, 0.247, -1.082], [-0.597, 1.208, -1.192], [0.599, -0.584, -1.197], [-0.588, -0.412, 0.139], [0.247, -0.936, 1.278], [-0.479, -0.180, 0.371], [-0.026, 0.006, -0.048], [-0.212, -0.108, 0.182], [0.000, -0.039, -0.045], [-0.058, 0.039, -0.055], [0.268, 0.052, -0.011], [-0.004, 0.016, -0.004], [0.006, 0.002, 0.004], [-0.013, 0.022, 0.054], [0.027, -0.037, -0.011], [-0.040, 0.077, 0.017], [-0.010, 0.005, 0.056], [0.024, -0.063, -0.082], [0.181, -0.775, 0.390], [-0.055, 0.073, -0.033], [0.019, 0.062, -0.035], [0.059, -0.006, -0.002], [0.069, -0.106, -0.037], [-0.029, 0.155, 0.056], [0.021, -0.285, 0.038], [-0.398, -0.096, 0.164], [-0.044, -0.204, 0.143], [0.003, 0.010, -0.001], [0.021, 0.006, -0.071], [-0.092, 0.100, -0.241], [0.442, 0.638, -0.041], [0.041, 0.013, -0.001], [0.026, 0.007, 0.039], [0.275, -0.199, 0.130], [-0.007, -0.005, -0.027], [0.014, -0.044, -0.010], [0.004, -0.011, -0.018], [-0.023, 0.072, 0.137], [0.016, 0.176, 0.261], [0.020, -0.061, 0.096], [-0.007, 0.037, 0.000], [-0.074, 0.320, -0.242], [-0.396, 0.281, 0.284], [-0.180, -0.063, -0.173], [-0.063, 0.045, -0.063], [0.033, 0.009, 0.019], [0.022, 0.025, -0.067], [-0.031, 0.068, 0.016], [-0.304, 0.098, 0.156], [0.254, 0.263, 0.039], [-0.020, -0.014, 0.125], [0.001, -0.032, -0.015], [0.074, -0.014, 0.068], [0.149, -0.064, 0.135], [-0.023, -0.070, -0.022], [0.004, -0.004, 0.030], [-0.014, 0.002, -0.006], [-0.088, -0.409, 0.259], [-0.071, -0.006, 0.026], [0.005, 0.000, 0.019], [0.014, -0.003, 0.036], [-0.013, -0.027, -0.026], [0.013, -0.077, 0.104], [0.017, -0.030, 0.019], [-0.049, -0.026, 0.022], [0.001, -0.013, 0.000], [-0.025, 0.000, 0.003], [-0.011, -0.025, 0.003], [-0.019, -0.013, 0.005], [-0.031, -0.051, -0.020], [0.038, -0.026, 0.005], [0.006, 0.024, 0.003], [0.012, 0.050, 0.024], [-0.033, 0.060, 0.042], [0.004, 0.012, -0.071], [0.014, 0.012, 0.005], [-0.003, -0.024, -0.025], [0.008, -0.001, 0.007], [0.006, -0.001, 0.006], [-0.053, 0.006, -0.044], [0.002, 0.021, 0.002], [0.035, -0.029, 0.007], [0.000, 0.009, 0.043], [-0.023, 0.020, 0.023], [0.066, 0.024, 0.026], [-0.023, -0.010, 0.018], [0.019, 0.020, -0.034], [-0.001, -0.007, -0.032], [-0.010, 0.026, -0.007], [0.009, 0.026, 0.004], [0.031, -0.015, -0.003], [-0.025, 0.017, 0.007], [0.003, 0.051, 0.012], [0.021, -0.010, -0.031], [-0.015, -0.015, 0.056], [0.061, -0.108, 0.092], [0.073, 0.003, -0.014], [0.008, -0.009, 0.011], [0.078, 0.002, -0.063], [0.045, 0.030, -0.028], [0.074, -0.046, -0.095], [0.022, -0.002, -0.018], [-0.015, 0.026, 0.022], [-0.011, -0.049, -0.001], [-0.001, 0.007, 0.003], [0.000, -0.021, -0.021], [-0.004, -0.010, 0.023]], "total_charge": 3, "multiplicity": 1}

---

No. 4
{"formula": "C4H2N4", "method": "ωB97M-V/def2-TZVPD", "symbols": ["N", "N", "N", "N", "C", "C", "C", "C", "H", "H"], "positions_angstrom": [[1.414, -1.135, 0.220], [-1.436, 1.046, 0.184], [-1.018, -1.222, -0.156], [1.118, 1.294, -0.200], [-1.954, -0.152, -0.219], [0.081, -0.715, 0.144], [1.946, 0.046, -0.174], [-0.125, 0.809, 0.295], [-3.099, -0.169, -0.255], [2.869, 0.356, -0.365]], "forces_ev_per_angstrom": [[1.190, 3.535, -2.433], [-2.323, -1.018, -1.541], [-1.901, -1.894, -1.859], [-4.807, -2.405, 1.816], [0.555, 3.623, 3.255], [0.397, 1.087, 2.372], [-5.616, -1.547, 2.793], [6.123, -0.663, -3.123], [2.036, -0.690, -0.507], [4.344, -0.027, -0.774]], "total_charge": 0, "multiplicity": 1}

---

No. 5
{"formula": "C5H5PS", "method": "ωB97M-V/def2-TZVPD", "symbols": ["S", "P", "C", "C", "C", "C", "C", "H", "H", "H", "H", "H"], "positions_angstrom": [[1.971, 1.213, 0.142], [2.555, -0.728, -0.328], [1.257, -1.623, -0.698], [-0.745, 0.301, -0.388], [-1.247, -0.162, 0.798], [-1.657, -0.770, 1.787], [0.173, 1.423, -0.461], [-0.097, 2.189, 0.117], [0.272, 1.880, -1.410], [-1.149, -0.019, -1.488], [0.871, -2.632, -0.758], [-2.204, -1.072, 2.688]], "forces_ev_per_angstrom": [[-0.745, 0.167, -0.233], [-0.309, -0.739, -0.123], [-0.135, 0.795, 0.454], [-0.092, -0.947, -3.674], [-0.895, -1.714, 1.386], [-0.318, 0.960, -0.206], [2.180, -2.083, -1.193], [-1.246, 2.947, 2.875], [0.065, -0.178, -1.299], [0.669, 0.417, 3.189], [0.120, 0.204, -0.269], [0.705, 0.172, -0.908]], "total_charge": 0, "multiplicity": 1}

---

No. 6
{"formula": "C41H26ClF5HfN3O2P", "method": "ωB97M-V/def2-TZVPD", "symbols": ["Hf", "Cl", "P", "F", "F", "F", "F", "F", "O", "O", "N", "N", "N", "C", "C", "C", "C", "C", "C", "C", "C", "C", "C", "C", "C", "C", "C", "C", "C", "C", "C", "C", "C", "C", "C", "C", "C", "C", "C", "C", "C", "C", "C", "C", "C", "C", "C", "C", "C", "C", "C", "C", "C", "C", "H", "H", "H", "H", "H", "H", "H", "H", "H", "H", "H", "H", "H", "H", "H", "H", "H", "H", "H", "H", "H", "H", "H", "H", "H", "H"], "positions_angstrom": [[-0.597, 0.726, -0.705], [4.884, 5.665, 0.049], [0.885, -1.623, -0.205], [-1.851, -0.403, 5.391], [-3.814, -1.198, 3.717], [0.567, 1.243, 1.674], [0.379, 0.837, 4.413], [-3.581, -0.810, 1.055], [1.114, 1.449, -1.418], [-1.053, 0.732, -3.532], [-2.782, 1.289, -1.194], [-0.818, -0.368, -2.681], [-0.843, 2.914, -0.306], [0.149, -3.656, -3.740], [-1.734, -0.174, 4.094], [3.486, -1.809, -1.263], [-0.307, -1.356, -3.318], [-0.741, -2.937, 1.581], [-2.582, 4.442, 0.620], [0.489, -4.952, -3.397], [-4.912, 3.936, 0.273], [-0.599, 0.453, 3.601], [4.559, -0.116, 0.667], [-3.712, 0.451, -1.637], [-0.542, 0.644, 2.242], [0.886, -5.227, -2.099], [0.606, -2.899, -1.482], [1.518, 3.550, -0.408], [-1.493, 0.250, 1.335], [4.841, -1.504, -1.276], [1.553, -2.722, 2.302], [0.136, 3.764, -0.145], [-3.944, 4.752, 0.782], [3.757, 4.433, -0.378], [-5.495, 1.851, -0.926], [0.168, -2.625, -2.794], [1.232, -3.376, 3.486], [-4.545, 2.756, -0.408], [3.329, 2.288, -1.407], [-2.606, -0.358, 1.875], [4.205, 3.291, -1.054], [2.662, -1.265, -0.282], [3.202, -0.398, 0.672], [-2.188, 3.321, -0.066], [-0.065, -3.808, 3.715], [-2.747, -0.575, 3.231], [-1.050, -3.600, 2.756], [0.953, -4.203, -1.159], [2.431, 4.572, -0.071], [1.983, 2.398, -1.076], [5.381, -0.669, -0.308], [0.561, -2.488, 1.352], [-3.179, 2.451, -0.577], [-5.080, 0.702, -1.544], [3.673, 1.406, -1.932], [-1.970, 1.004, -3.360], [2.004, -3.554, 4.223], [4.974, 0.537, 1.424], [-0.103, 4.765, 0.204], [-0.309, -4.320, 4.637], [-3.362, -0.476, -2.078], [-0.276, -1.239, -4.400], [2.572, 0.040, 1.438], [1.296, -4.429, -0.157], [3.088, -2.484, -2.009], [-0.157, -3.436, -4.756], [-1.513, -2.784, 0.834], [5.480, -1.938, -2.035], [-5.781, -0.019, -1.940], [-6.550, 2.072, -0.818], [-1.856, 5.107, 1.067], [6.441, -0.451, -0.309], [2.572, -2.409, 2.124], [1.164, -6.233, -1.814], [0.451, -5.737, -4.140], [5.255, 3.207, -1.301], [-4.215, 5.648, 1.322], [-2.059, -3.953, 2.927], [2.086, 5.467, 0.433], [-5.961, 4.171, 0.396]], "forces_ev_per_angstrom": [[0.137, 0.016, -0.486], [0.000, -0.007, -0.004], [-0.141, 0.215, -0.071], [0.021, 0.023, -0.096], [0.063, 0.046, -0.001], [0.175, -0.040, -0.038], [-0.054, -0.026, -0.021], [0.005, -0.003, 0.079], [-0.239, -0.275, 0.491], [-0.030, 0.064, 0.033], [0.102, -0.113, 0.029], [0.131, -0.037, 0.267], [0.169, 0.102, 0.203], [-0.057, 0.089, -0.070], [-0.066, -0.052, 0.181], [0.014, -0.001, 0.044], [-0.047, -0.006, -0.150], [0.017, -0.013, 0.039], [0.088, -0.023, 0.005], [0.026, -0.068, 0.045], [-0.082, 0.056, 0.028], [0.163, 0.068, 0.126], [-0.045, -0.005, -0.010], [0.093, 0.049, 0.005], [-0.118, -0.065, -0.135], [-0.015, -0.003, -0.067], [-0.020, -0.014, 0.032], [0.070, -0.161, -0.071], [0.151, 0.151, -0.083], [0.039, -0.028, -0.031], [-0.064, 0.002, -0.006], [-0.199, 0.019, -0.024], [-0.063, 0.053, 0.032], [0.090, -0.011, -0.023], [-0.004, -0.006, -0.002], [0.049, -0.061, 0.085], [-0.002, 0.001, -0.012], [0.063, -0.083, -0.070], [0.024, -0.049, -0.054], [0.020, 0.045, -0.207], [0.035, 0.013, -0.001], [-0.032, -0.012, -0.015], [0.021, -0.011, 0.037], [-0.002, 0.114, 0.043], [0.017, -0.013, 0.010], [-0.121, -0.093, 0.046], [-0.034, 0.011, -0.030], [0.025, -0.021, 0.024], [-0.116, 0.053, 0.044], [-0.085, 0.154, -0.005], [-0.014, 0.023, 0.008], [0.079, -0.027, 0.027], [-0.132, -0.063, 0.009], [-0.085, -0.012, -0.008], [-0.010, 0.010, 0.010], [0.032, 0.010, -0.077], [-0.011, 0.003, -0.006], [-0.004, -0.012, -0.010], [-0.048, 0.021, -0.059], [0.002, 0.011, -0.012], [0.012, -0.009, 0.001], [-0.008, 0.002, 0.000], [0.025, -0.004, -0.024], [-0.003, 0.001, -0.015], [0.001, 0.004, -0.014], [0.009, -0.010, 0.021], [-0.015, 0.004, 0.007], [-0.019, 0.019, 0.019], [0.002, 0.017, 0.010], [0.009, -0.008, -0.004], [0.001, -0.011, -0.007], [-0.018, -0.011, -0.007], [0.012, 0.010, 0.009], [-0.006, 0.010, -0.005], [0.005, 0.011, 0.011], [-0.016, 0.002, 0.001], [0.002, -0.008, -0.004], [0.015, 0.005, -0.002], [-0.014, -0.034, -0.017], [0.023, 0.001, -0.001]], "total_charge": 2, "multiplicity": 1}

---

For reference, calculated total energy by record: -457.7177 -364.6901 -5949.8292 -372.4944 -932.8298 -3241.2298 Ha.
For reference, max |F| by record: 6.95 6.49 2.03 6.91 4.30 0.61 eV/Å.
For reference, relative energy (zero: lowest compared OMol25 entry of this formula, charge and spin) by record: 5.971 3.080 0.000 3.740 4.564 0.000 eV.